# 1
This record from the Open Molecules 2025 dataset describes C35H54BrN3OP2Pt as an isolated structure in a non-equilibrium geometry. The level of theory is the ωB97M-V functional and the def2-TZVPD basis.

Its spin multiplicity is 3. As for the total charge: +2. Its orbital gap (spin up / spin down) is 6.04 / 4.22 eV. As for the highest occupied orbital energy (spin up / spin down): -12.58 / -12.51 eV.

Each line ends with the Löwdin charge.
Positions of all 97 atoms, in Å:
N1 -6.8056 5.0866 -6.3421  0.07
C1 -6.6109 5.6411 -5.1529  -0.11
C2 -5.7002 5.1006 -4.2490  0.00
C3 -5.0876 3.8621 -4.5297  -0.21
C4 -5.3309 3.2844 -5.8064  0.00
C5 -6.1865 3.9609 -6.6889  -0.12
C6 -4.1840 3.3173 -3.5526  0.00
Pt1 0.1697 -0.3323 -0.0237  0.75
P1 5.4377 -0.9375 -1.0768  1.20
C7 -3.2467 2.3852 -3.8617  -0.03
C8 -2.2744 1.9950 -2.9208  -0.21
C9 -1.1073 1.3943 -3.4168  -0.02
C10 -0.1076 1.0257 -2.5295  -0.10
C11 -0.4058 1.1557 -1.1496  -0.35
C12 -1.3944 2.0259 -0.6602  -0.07
C13 -2.4144 2.3230 -1.5468  0.00
Br1 1.7698 -1.4503 1.5401  0.23
H1 -4.2218 3.8126 -2.5719  0.12
H2 -3.1351 2.0121 -4.8836  0.12
H3 -5.4385 5.6569 -3.3497  0.12
H4 -4.8594 2.3538 -6.1251  0.11
H5 -7.1590 6.5375 -4.8977  0.11
H6 -6.3762 3.5719 -7.6874  0.11
H7 -1.0184 1.2694 -4.4900  0.13
H8 -3.3250 2.8325 -1.2199  0.12
H9 0.8527 0.5957 -2.8208  0.10
H10 -1.3551 2.3715 0.3707  0.11
P2 -0.2976 -2.2377 -1.2096  0.83
C14 4.8023 0.7932 -0.8695  -0.36
C15 5.8705 1.8677 -1.1383  -0.14
H11 4.4216 0.8727 0.1557  0.09
H12 3.9523 0.9105 -1.5530  0.08
H13 5.5755 2.8195 -0.6869  0.08
H14 6.8443 1.5895 -0.7177  0.07
H15 6.0086 2.0397 -2.2118  0.08
C16 4.7036 -1.4544 -2.6948  -0.37
C17 5.5194 -2.4577 -3.5266  -0.13
H16 4.6358 -0.5086 -3.2502  0.09
H17 3.6839 -1.8287 -2.5101  0.06
H18 5.1652 -2.4313 -4.5636  0.08
H19 6.5898 -2.2153 -3.5387  0.08
H20 5.4085 -3.4886 -3.1661  0.08
C18 4.6689 -2.0000 0.1899  -0.45
C19 5.4270 -2.1276 1.5152  -0.14
H21 4.4688 -2.9886 -0.2432  0.10
H22 3.7024 -1.4940 0.3568  -0.09
H23 4.8831 -2.8025 2.1847  0.08
H24 6.4347 -2.5325 1.3888  0.08
H25 5.5039 -1.1528 2.0050  0.08
C20 -0.1941 -3.7051 -0.0984  -0.40
C21 -1.4102 -4.6231 -0.0084  -0.12
H26 0.0658 -3.3080 0.9026  -0.01
H27 0.6965 -4.2626 -0.4338  0.09
H28 -2.2806 -4.1281 0.4399  0.06
H29 -1.6902 -5.0390 -0.9880  0.08
H30 -1.1463 -5.4680 0.6423  0.09
C22 0.9587 -2.5005 -2.5210  -0.39
C23 0.4255 -2.5922 -3.9510  -0.13
H31 1.4864 -3.4228 -2.2313  0.08
H32 1.6714 -1.6695 -2.4224  0.03
H33 -0.3220 -3.3899 -4.0453  0.08
H34 -0.0226 -1.6440 -4.2813  0.07
H35 1.2584 -2.8139 -4.6310  0.08
C24 -1.9003 -2.0977 -2.0995  -0.37
C25 -3.1177 -1.6329 -1.3087  -0.13
H36 -2.0842 -3.0752 -2.5685  0.09
H37 -1.7265 -1.3877 -2.9211  0.07
H38 -3.9395 -1.4511 -2.0106  0.09
H39 -3.4442 -2.3932 -0.5836  0.07
H40 -2.9129 -0.6868 -0.7903  0.05
C26 1.9842 2.0970 7.2039  -0.07
C27 0.4858 1.9132 7.3190  -0.19
N2 -0.1159 1.0055 6.3118  -0.06
C28 0.1823 -0.4170 6.5852  -0.21
C29 -0.5622 -0.9338 7.8063  -0.07
C30 -0.1828 1.4855 5.0155  -0.40
O1 0.2738 2.5832 4.7061  0.08
C31 -0.9084 0.6324 4.0386  -0.10
C32 -1.9915 -0.1859 4.3730  0.02
C33 -2.5986 -0.9081 3.3561  -0.01
C34 -2.0659 -0.8769 2.0638  -0.10
N3 -1.0153 -0.0990 1.7691  -0.15
C35 -0.5163 0.7329 2.7023  -0.11
H41 2.4960 1.1253 7.2043  0.07
H42 2.3426 2.6970 8.0518  0.09
H43 2.2280 2.6336 6.2868  0.07
H44 0.2150 1.4687 8.2806  0.11
H45 -0.0074 2.8868 7.2008  0.13
H46 -0.1044 -1.0019 5.7076  0.11
H47 1.2696 -0.5208 6.7454  0.12
H48 -1.6403 -0.7487 7.7379  0.08
H49 -0.4087 -2.0163 7.8832  0.08
H50 -0.1758 -0.4586 8.7179  0.07
H51 -2.3407 -0.2179 5.4109  0.13
H52 -3.4501 -1.5527 3.5485  0.12
H53 -2.4676 -1.4824 1.2538  0.09
H54 0.2454 1.4261 2.3560  0.12

=====

# 2
This record from the Open Molecules 2025 dataset describes a 2-piece molecular cluster, C2HClN2O overall in a non-equilibrium geometry. The level of theory is the ωB97M-V functional and the def2-TZVPD basis.

Its orbital gap (spin up / spin down) is 8.70 / 7.84 eV. As for the highest occupied orbital energy (spin up / spin down): -9.20 / -9.11 eV.

Each line ends with the Löwdin charge.
Positions of all 7 atoms, in Å:
C1 -1.0031 0.4861 -0.6375  -0.40
C2 -0.3309 0.3972 0.5740  -0.59
N1 -1.3706 0.8168 -1.6866  0.16
N2 1.3841 -0.7140 -0.7974  0.11
O1 1.7784 -1.6033 -0.1991  0.03
Cl1 -0.7499 -0.7456 1.8702  0.57
H1 0.2919 1.3627 0.8763  0.12